Entry 1:
Molecular formula: C11H19ClO8S2
Method: DFT, ωB97M-V/def2-TZVPD

XYZ file:
```
41
Properties=species:S:1:pos:R:3:forces:R:3
C 1.4278 -0.9506 2.8632 -0.266 -0.746 -0.642
C 0.7551 -1.2654 1.3646 -1.131 -0.413 3.036
C -0.1543 0.1122 1.1627 1.104 0.273 -0.767
C -0.1432 0.6963 -0.3689 -0.565 0.909 -0.351
C -1.3985 0.2155 -1.3073 -0.068 0.691 -0.030
C -2.8860 0.4808 -0.6669 -5.645 -3.364 -2.982
O -3.9326 -0.1156 -1.3018 6.667 3.866 4.336
O -3.1925 1.3167 0.5103 1.013 -2.568 -0.900
O 1.7184 -1.6386 0.3153 -2.345 -1.122 0.011
S 0.8983 -2.6772 -0.7701 3.336 -1.570 -7.369
O 1.5402 -4.0659 -1.1145 -2.550 4.554 3.520
O 0.9785 -1.9541 -2.1447 -1.683 -1.392 5.554
O -0.6018 -2.8118 0.0328 2.732 0.557 0.693
C -0.2026 -2.6208 1.4661 0.378 1.188 1.506
C 0.4474 -4.0139 2.0359 0.317 -1.259 0.673
C -0.4786 -4.7526 3.2097 -6.024 2.427 0.952
O -1.7156 -4.3801 3.5471 8.590 -2.575 -2.225
Cl 0.3256 -6.2441 4.0410 -1.023 2.096 -1.217
H 2.3359 -0.2419 2.6574 -1.761 -1.339 0.733
H 0.5779 -0.4377 3.5191 1.988 -0.970 -1.562
H 1.7302 -1.9271 3.4372 -0.237 1.937 -1.234
H -1.2150 -0.0980 1.6102 1.955 0.437 -1.065
H 0.3499 0.9524 1.8438 -1.119 -1.948 -1.513
H 0.8692 0.4795 -0.9531 -2.232 0.217 1.438
H -0.2023 1.8849 -0.2957 0.027 -2.631 -0.142
H -1.3595 -0.9208 -1.6185 -0.251 2.396 0.885
H -1.3551 0.8300 -2.3245 -0.174 -1.236 2.310
H -3.5877 0.7581 1.2651 0.561 0.948 -2.149
H -1.0361 -2.2425 2.2107 0.971 -1.309 -2.165
H 0.5745 -4.8474 1.1911 -0.370 1.976 1.702
H 1.5199 -3.8909 2.5132 -2.218 -0.097 -1.009
C -0.0633 5.0644 -1.8929 -0.017 -0.039 0.119
S -0.0330 4.0445 -3.3873 -0.014 -0.282 0.120
O -0.3105 2.6302 -2.9728 0.279 0.693 -0.066
C 1.7469 4.1879 -3.6745 0.106 -0.092 0.020
H -1.0860 5.0869 -1.5086 0.109 -0.070 -0.155
H 0.5987 4.6377 -1.1357 -0.023 -0.038 -0.110
H 0.2527 6.0810 -2.1383 -0.033 -0.098 -0.050
H 2.2970 3.8154 -2.8071 -0.122 -0.003 -0.031
H 2.0038 5.2332 -3.8616 -0.101 -0.069 0.004
H 2.0060 3.5897 -4.5517 -0.160 0.064 0.124
```
Positions in Å, forces in eV/Å.

Results
maximum force: 9.24 eV/A
E_HOMO: -9.39 eV

natural (NBO) population analysis, charges in e, atoms 1 to 4:
1. C -0.651
2. C 0.264
3. C -0.445
4. C -0.443

Entry 2:
Molecular formula: C11H19GdN6O3
Method: DFT, ωB97M-V/def2-TZVPD

XYZ file:
```
40
Properties=species:S:1:pos:R:3:forces:R:3
Gd 0.8644 -0.2351 0.3646 -1.564 1.544 0.354
C -2.8671 -3.6892 0.5960 -0.101 0.091 0.034
N -3.3265 -2.2976 0.5482 -0.069 -0.079 -0.020
C -4.7698 -2.0233 0.4947 0.163 -0.045 0.037
C -2.4061 -1.3233 0.5450 -0.122 -0.016 0.074
N -1.1163 -1.5389 0.5997 -0.170 0.159 -0.099
N -2.9255 -0.0391 0.4915 0.280 0.079 -0.028
C -2.2782 1.1848 0.4797 -0.200 -0.104 0.033
N -3.1314 2.2253 0.5016 0.098 0.031 -0.013
N -0.9862 1.2987 0.4468 -0.541 0.136 -0.008
H -3.7322 -4.3404 0.5609 -0.010 -0.024 -0.014
H -2.3313 -3.8955 1.5244 0.007 0.010 0.006
H -2.2335 -3.9230 -0.2606 0.000 -0.005 -0.027
H -5.2992 -2.9664 0.5403 -0.018 -0.051 -0.009
H -5.0551 -1.5347 -0.4388 0.025 0.014 -0.019
H -5.1000 -1.4346 1.3530 0.019 0.012 0.015
H -0.9366 -2.5314 0.6487 0.070 -0.158 0.003
H -3.9271 0.0119 0.4812 -0.104 0.005 -0.017
H -4.1294 2.1177 0.5446 -0.013 -0.006 0.012
H -2.7794 3.1659 0.4780 -0.003 0.034 -0.005
H -0.7274 2.2788 0.4529 0.066 0.097 0.009
O 1.9790 1.5327 1.6906 0.167 0.097 -0.144
C 3.2233 2.0174 1.1483 -0.184 -0.015 0.062
C 3.2450 1.8462 -0.3457 -0.087 0.006 0.008
C 4.3303 2.3189 -1.0581 0.193 0.143 -0.094
C 4.3328 2.1916 -2.4343 0.114 0.045 -0.086
C 3.2480 1.5965 -3.0682 0.110 0.047 -0.127
C 2.2165 1.1351 -2.2904 0.010 0.014 0.111
N 2.2105 1.2545 -0.9503 0.215 0.163 -0.199
H 1.9765 1.7076 2.6398 -0.061 -0.060 -0.004
H 4.0577 1.4856 1.6000 0.097 -0.108 0.051
H 3.3261 3.0751 1.3756 0.014 0.148 0.071
H 5.1574 2.7888 -0.5377 -0.049 -0.030 -0.051
H 5.1743 2.5546 -3.0124 -0.052 -0.015 0.027
H 3.2104 1.4849 -4.1431 0.014 0.012 0.040
H 1.3625 0.6460 -2.7387 -0.081 -0.053 -0.028
O 2.3537 -1.4370 1.3827 0.981 -1.106 0.006
C 2.5628 -2.0652 0.2909 -0.059 -0.003 0.065
O 1.8933 -1.8086 -0.7591 0.727 -0.904 -0.033
H 3.3340 -2.8355 0.2577 0.119 -0.103 0.005
```
Positions in Å, forces in eV/Å.

Results
maximum force: 2.23 eV/A
expectation value of S²: 16.02
2S+1: 8
net charge: +2
E_HOMO (alpha / beta): -15.54 / -15.55 eV

Löwdin population analysis, charges in e, atoms 1 to 4:
1. Gd 1.720
2. C -0.009
3. N -0.121
4. C -0.009

Entry 3:
Molecular formula: C11H19INO3S
Method: DFT, ωB97M-V/def2-TZVPD

XYZ file:
```
36
Properties=species:S:1:pos:R:3:forces:R:3
O -1.3090 2.0079 2.4589 -0.053 -0.030 -0.021
C -2.2857 1.6575 1.8820 0.041 0.158 0.029
I -4.0937 2.7854 1.9445 0.042 -0.066 0.000
C -2.3170 0.4040 1.0237 0.183 -0.057 0.095
C -1.3085 0.4469 -0.0940 0.131 0.112 -0.200
C -0.7539 1.6580 -0.5396 -0.079 -0.256 0.040
C 0.1788 1.6666 -1.5452 -0.076 -0.018 0.069
N 0.5654 0.5067 -2.1032 -0.060 -0.065 0.070
C 0.0535 -0.6759 -1.7265 -0.095 0.008 0.042
C -0.9008 -0.7420 -0.7333 -0.075 0.244 0.044
S -1.5123 -2.3449 -0.2712 0.079 -0.102 0.045
H -2.0488 -0.4237 1.6880 -0.078 -0.022 -0.031
H -3.3174 0.2009 0.6432 0.018 0.002 -0.090
H -1.0414 2.6009 -0.0984 0.014 0.002 0.014
H 0.6305 2.5748 -1.9161 0.045 -0.044 -0.039
H 1.2640 0.5198 -2.8366 -0.010 0.004 -0.022
H 0.4001 -1.5660 -2.2322 0.059 0.095 -0.114
H -2.6052 -2.2939 -1.0456 -0.071 0.030 -0.014
C 0.4130 1.9172 6.4134 0.043 -0.047 -0.065
C 1.2245 3.0567 5.8277 -0.022 -0.015 -0.028
O 1.7986 2.7189 4.5660 -0.088 -0.026 -0.009
H 1.0337 1.0282 6.5273 0.007 0.008 0.023
H 0.0075 2.1868 7.3891 -0.007 0.013 -0.001
H -0.4237 1.6632 5.7569 -0.024 0.024 0.022
H 2.0639 3.3016 6.4761 0.015 0.016 -0.001
H 0.6053 3.9543 5.7286 0.018 0.019 0.036
H 1.0724 2.5130 3.9685 0.003 0.001 -0.018
C 1.9368 -4.1212 -5.6086 -0.085 -0.031 0.020
C 1.2682 -2.8135 -5.2393 0.010 -0.089 -0.018
O -0.0167 -3.0081 -4.6424 0.119 0.265 0.285
H 1.3041 -4.6865 -6.2919 0.010 0.012 -0.023
H 2.8993 -3.9452 -6.0888 0.006 0.011 0.008
H 2.1075 -4.7358 -4.7217 0.039 0.014 0.003
H 1.0884 -2.2090 -6.1266 -0.013 0.023 0.000
H 1.9159 -2.2357 -4.5648 0.017 0.016 -0.029
H 0.1027 -3.5681 -3.8679 -0.062 -0.205 -0.122
```
Positions in Å, forces in eV/Å.

Results
maximum force: 0.41 eV/A
net charge: +1
E_HOMO: -12.00 eV

natural (NBO) population analysis, charges in e, atoms 1 to 4:
1. O -0.508
2. C 0.458
3. I 0.122
4. C -0.592

Entry 4:
Molecular formula: C11H19MoN3O4S
Method: DFT, ωB97M-V/def2-TZVPD

XYZ file:
```
39
Properties=species:S:1:pos:R:3:forces:R:3
Mo -0.1350 -0.2880 -1.6852 -0.552 -1.594 -0.462
O 1.3980 -3.5869 -2.2867 0.246 0.051 0.031
S 0.6166 -2.8021 -3.1337 -1.058 -1.173 -0.146
O 0.5899 -2.5844 -4.5096 0.196 0.106 -0.159
O -0.5679 -2.1150 -2.3942 0.699 0.850 0.177
O 1.3657 -0.3525 -2.2887 0.419 1.285 0.448
C -3.0004 2.5242 -4.0551 -0.019 0.025 -0.033
C -1.6332 2.7716 -4.2469 0.086 -0.045 0.019
C -0.7061 2.0726 -3.5156 0.042 0.126 -0.078
N -1.1231 1.1567 -2.5798 -0.058 -0.053 0.082
C -2.4756 0.9253 -2.3716 -0.146 0.111 0.015
C -3.4237 1.5695 -3.1163 0.029 -0.070 0.088
H -3.7368 3.0765 -4.6328 -0.001 -0.003 0.001
H -1.2925 3.4963 -4.9787 0.006 0.002 0.004
H 0.3624 2.1998 -3.6482 -0.009 0.017 0.010
H -2.7617 0.2282 -1.5775 -0.009 0.028 -0.003
H -4.4754 1.3664 -2.9470 0.003 0.005 0.002
C 0.0259 -2.5552 2.4548 -0.010 -0.065 0.006
C -0.3642 -1.1377 2.8427 0.010 0.031 -0.003
N 0.6384 -0.1125 2.4082 0.013 0.093 0.024
C 1.4632 0.4696 3.5355 -0.036 0.062 -0.068
C 2.3613 -0.5801 4.1698 0.016 -0.043 0.041
C 0.7973 0.2726 1.1949 0.062 -0.187 0.086
C 1.7950 1.2836 0.7366 -0.012 -0.007 -0.066
N -0.1046 -0.2532 0.1996 0.219 0.259 0.012
H -0.7663 -3.2290 2.7822 0.013 -0.008 0.009
H 0.9474 -2.8604 2.9476 0.001 0.009 -0.027
H 0.1559 -2.6888 1.3764 -0.003 -0.003 -0.002
H -0.4302 -1.0379 3.9240 -0.035 -0.006 -0.013
H -1.3462 -0.8274 2.4609 -0.002 -0.008 0.006
H 0.7213 0.8488 4.2421 0.000 -0.002 -0.002
H 2.0288 1.3118 3.1508 -0.010 -0.008 -0.009
H 1.7978 -1.3560 4.6864 0.018 -0.001 -0.013
H 2.9634 -0.0668 4.9213 -0.008 -0.014 -0.001
H 3.0411 -1.0305 3.4464 0.013 0.007 0.004
H 1.4983 2.2816 1.0753 0.030 -0.021 0.047
H 1.8746 1.3153 -0.3504 0.004 -0.009 -0.021
H 2.7901 1.0658 1.1258 0.003 0.000 0.017
H -0.8898 -0.7717 0.6370 -0.159 0.254 -0.023
```
Positions in Å, forces in eV/Å.

Results
maximum force: 1.75 eV/A
net charge: +4
E_HOMO: -23.85 eV

Löwdin population analysis, charges in e, atoms 1 to 4:
1. Mo 1.920
2. O -0.036
3. S 0.873
4. O -0.027

> Among the records above, which one has the lowest maximum force?

C11H19INO3S